# 1
This record from the OMol25 dataset describes a cluster of 3 separate species, C9H25FNO3 in total in a non-equilibrium geometry. The level of theory is wB97M-V/def2-TZVPD.

Geometry as XYZ:
```
39
Properties=species:S:1:pos:R:3
C -2.88 -0.07 4.81
C -2.92 1.29 4.10
F -2.48 2.24 5.00
C -2.06 1.31 2.86
N -0.64 1.04 3.11
O 0.01 2.08 3.80
H -3.83 -0.27 5.29
H -2.10 -0.01 5.56
H -2.62 -0.85 4.11
H -3.93 1.55 3.82
H -2.19 2.23 2.32
H -2.42 0.52 2.21
H -0.53 0.16 3.62
H -0.14 0.94 2.22
H 0.09 1.80 4.73
C 0.61 -1.14 -0.94
C -0.47 -1.49 0.07
C -1.43 -2.53 -0.48
O -1.20 -0.30 0.43
H 0.18 -0.73 -1.85
H 1.29 -0.39 -0.54
H 1.19 -2.02 -1.22
H -0.01 -1.86 0.99
H -1.93 -2.16 -1.37
H -2.20 -2.77 0.26
H -0.90 -3.45 -0.73
H -1.61 0.05 -0.37
C 2.52 1.63 -4.11
C 2.82 0.17 -3.82
C 3.90 -0.37 -4.76
O 1.63 -0.62 -3.94
H 2.14 1.75 -5.13
H 1.75 2.00 -3.43
H 3.41 2.25 -3.99
H 3.15 0.06 -2.79
H 3.56 -0.31 -5.80
H 4.10 -1.42 -4.54
H 4.82 0.20 -4.66
H 1.32 -0.54 -4.85
```

Calculated values
energy above the lowest of the compared OMol25 structures with the same formula, charge and spin: 28.2 kJ/mol
spin multiplicity: 1
HOMO-LUMO gap: 8.990 eV
E_LUMO: -3.3 eV
E_tot: -20080.349 eV
total charge: +1
E_HOMO: -12.31 eV
molar mass: 214.30 g/mol

# 2
This record from the OMol25 dataset describes a structure of composition C9H25FeIN2 in a non-equilibrium geometry. The level of theory is wB97M-V/def2-TZVPD.

Geometry as XYZ:
```
38
Properties=species:S:1:pos:R:3
C 0.49 -1.23 -3.51
C 0.48 0.29 -3.37
H 1.49 -1.65 -3.37
H 0.14 -1.54 -4.50
H -0.18 -1.74 -2.83
H 1.33 0.68 -2.78
H 0.58 0.72 -4.37
H -0.47 0.71 -3.00
Fe -0.45 -0.07 -0.80
C -2.01 1.09 -1.56
H -1.80 2.13 -1.95
H -2.70 1.11 -0.72
H -2.45 0.48 -2.35
I -1.98 -2.07 -0.97
C -1.27 1.54 1.65
N -0.01 1.34 0.93
C 0.44 2.56 0.22
C 1.04 0.91 1.92
C 0.56 -0.38 2.52
N 0.35 -1.33 1.40
C 1.64 -1.76 0.87
C -0.37 -2.50 1.95
H -2.03 2.00 1.02
H -1.08 2.18 2.52
H -1.68 0.58 2.00
H 0.56 3.36 0.97
H 1.42 2.34 -0.25
H -0.30 2.81 -0.55
H 2.01 0.80 1.39
H 1.12 1.69 2.70
H 1.26 -0.76 3.28
H -0.38 -0.27 3.06
H 2.28 -2.19 1.67
H 1.50 -2.51 0.08
H 2.17 -0.92 0.43
H -1.33 -2.16 2.35
H -0.58 -3.22 1.15
H 0.19 -3.01 2.76
```

Calculated values
energy above the lowest of the compared OMol25 structures with the same formula, charge and spin: 0.0 kJ/mol
spin multiplicity: 5
HOMO-LUMO gap (alpha / beta): 7.213 / 8.168 eV
E_LUMO (alpha / beta): 0.4 / 0.4 eV
E_tot: -55204.791 eV
E_HOMO (alpha / beta): -6.78 / -7.80 eV
molar mass: 344.06 g/mol

# 3
This record from the OMol25 dataset describes a structure of composition C9H26BF4O5V in a non-equilibrium geometry. The level of theory is wB97M-V/def2-TZVPD.

Geometry as XYZ:
```
46
Properties=species:S:1:pos:R:3
V 3.87 24.38 -21.59
O 3.37 24.84 -19.59
H 2.98 24.28 -18.89
O 4.63 26.46 -21.40
H 4.77 26.70 -22.33
B 0.97 25.05 -23.01
F 1.00 23.79 -23.48
F 2.08 25.29 -22.18
F 0.92 25.89 -24.10
F -0.19 25.21 -22.28
C 7.99 22.83 -22.02
C 6.53 22.53 -21.73
C 6.51 21.51 -20.63
O 5.93 23.71 -21.21
H 8.45 21.96 -22.49
H 8.40 23.18 -21.07
H 8.13 23.68 -22.68
H 5.94 22.19 -22.59
H 7.27 21.65 -19.86
H 6.73 20.53 -21.06
H 5.58 21.42 -20.07
H 6.56 24.05 -20.57
C 5.77 23.99 -25.57
C 5.26 24.78 -24.36
C 4.69 26.20 -24.77
O 4.17 24.11 -23.83
H 4.94 23.58 -26.14
H 6.41 23.14 -25.34
H 6.29 24.78 -26.12
H 5.98 24.76 -23.55
H 4.01 26.20 -25.62
H 5.45 26.95 -24.99
H 4.10 26.65 -23.97
H 3.59 23.94 -24.58
C 1.25 22.30 -20.46
C 2.67 21.75 -20.47
C 2.67 20.22 -20.42
O 3.35 22.23 -21.61
H 1.18 23.37 -20.60
H 0.74 22.14 -19.51
H 0.60 21.86 -21.22
H 3.31 22.14 -19.67
H 1.93 19.85 -21.13
H 2.43 19.82 -19.43
H 3.62 19.76 -20.69
H 3.60 21.44 -22.09
```

Calculated values
spin multiplicity: 5
HOMO-LUMO gap (alpha / beta): 7.725 / 5.269 eV
E_LUMO (alpha / beta): 0.0 / -3.2 eV
E_tot: -57230.281 eV
E_HOMO (alpha / beta): -7.69 / -8.45 eV
molar mass: 352.05 g/mol

# 4
This record from the OMol25 dataset describes a structure of composition C9H26BrN2O2Ti2 in a non-equilibrium geometry. The level of theory is wB97M-V/def2-TZVPD.

Geometry as XYZ:
```
42
Properties=species:S:1:pos:R:3
Ti 3.29 23.02 6.59
Ti 5.10 22.37 9.29
Br 3.40 23.24 8.64
C 5.89 25.69 7.90
C 4.80 25.72 9.07
C 4.75 27.08 9.88
O 3.70 27.24 10.86
C 3.85 26.38 11.97
N 3.44 25.56 8.37
H 3.18 24.58 8.45
H 2.73 25.92 8.99
H 3.35 25.82 7.40
H 5.78 26.68 7.46
H 5.71 24.91 7.17
H 6.95 25.65 8.15
H 4.96 24.88 9.74
H 4.64 27.87 9.15
H 5.70 27.28 10.38
H 3.63 25.33 11.75
H 3.09 26.64 12.70
H 4.86 26.28 12.36
C 1.99 20.53 11.84
N 1.20 21.71 11.18
C 0.74 21.19 9.81
C -0.03 21.96 12.11
C 2.03 23.02 11.07
C 1.58 24.12 10.11
O 0.26 24.56 10.28
H 2.80 20.19 11.21
H 1.23 19.77 12.03
H 2.53 20.82 12.75
H 0.20 22.01 9.33
H 0.01 20.38 9.86
H 1.63 20.78 9.33
H 0.28 22.30 13.10
H -0.42 20.98 12.36
H -0.74 22.61 11.61
H 3.07 22.73 10.89
H 2.21 23.29 12.11
H 1.79 23.91 9.06
H 2.16 24.98 10.43
H 0.26 25.50 10.11
```

Calculated values
energy above the lowest of the compared OMol25 structures with the same formula, charge and spin: 1105.6 kJ/mol
spin multiplicity: 7
HOMO-LUMO gap (alpha / beta): 7.051 / 8.320 eV
E_LUMO (alpha / beta): -10.2 / -10.9 eV
E_tot: -133058.534 eV
total charge: +3
E_HOMO (alpha / beta): -17.24 / -19.23 eV
molar mass: 369.96 g/mol

# 5
This record from the OMol25 dataset describes a structure of composition C9H26CuF6N2O3P in a non-equilibrium geometry. The level of theory is wB97M-V/def2-TZVPD.

Geometry as XYZ:
```
48
Properties=species:S:1:pos:R:3
Cu -0.52 0.73 0.13
P -3.32 -1.90 -0.91
F -4.30 -1.42 0.31
F -2.03 -1.59 -0.02
F -3.20 -3.41 -0.37
F -2.32 -2.08 -2.17
F -4.53 -2.19 -1.83
F -3.39 -0.23 -1.36
C -1.81 3.00 -2.01
C -0.69 2.08 -2.44
C 0.71 2.47 -2.01
O 0.89 2.59 -0.58
C 2.29 2.68 -0.20
N -0.81 0.77 -1.80
H -2.82 2.57 -2.22
H -1.80 3.96 -2.57
H -1.79 3.34 -0.97
H -0.70 2.08 -3.52
H 0.96 3.43 -2.42
H 1.45 1.77 -2.41
H 2.19 2.96 0.87
H 2.75 3.51 -0.82
H 2.83 1.77 -0.44
H -0.12 0.12 -2.20
H -1.67 0.32 -1.96
C 2.32 0.04 2.43
C 2.07 -0.84 1.24
C 2.67 -2.20 1.48
O 2.56 -2.91 0.28
C 3.20 -4.22 0.30
N 0.65 -0.83 1.00
H 1.93 -0.41 3.38
H 2.00 1.09 2.38
H 3.40 0.13 2.61
H 2.63 -0.42 0.38
H 2.20 -2.61 2.37
H 3.72 -1.94 1.78
H 3.18 -4.71 1.32
H 4.26 -4.10 0.01
H 2.58 -4.73 -0.43
H 0.36 -1.48 0.27
H 0.13 -1.08 1.86
C -3.02 0.65 2.26
O -2.54 1.06 0.97
H -3.75 1.39 2.60
H -3.57 -0.33 2.13
H -2.18 0.59 2.96
H -3.05 0.54 0.33
```

Calculated values
spin multiplicity: 1
HOMO-LUMO gap: 8.623 eV
E_LUMO: 0.4 eV
E_tot: -89116.373 eV
E_HOMO: -8.23 eV
molar mass: 418.83 g/mol

# 6
This record from the OMol25 dataset describes a structure of composition C9H26F3O9V in a non-equilibrium geometry. The level of theory is wB97M-V/def2-TZVPD.

Geometry as XYZ:
```
48
Properties=species:S:1:pos:R:3
O 0.24 0.64 -0.32
V -0.92 0.76 0.79
O -1.40 2.28 0.86
C -1.54 -1.59 2.31
O -0.98 -1.64 1.01
O -1.94 -0.30 2.41
C -2.66 -2.63 2.52
F -3.42 -2.29 3.58
F -3.45 -2.69 1.42
F -2.14 -3.87 2.74
C -0.31 -2.84 0.63
C 0.29 -2.69 -0.76
H 1.08 -1.95 -0.71
H 0.75 -3.63 -1.04
H -0.47 -2.44 -1.49
H -0.98 -3.71 0.60
H 0.47 -3.11 1.34
H -0.72 -1.72 3.03
C 1.40 -0.13 -3.48
O 0.59 0.14 -4.63
H 1.98 -1.05 -3.67
H 2.14 0.66 -3.32
H 0.77 -0.32 -2.62
H 1.11 0.00 -5.42
C 1.03 2.52 2.79
O 0.79 1.18 2.38
H 0.10 3.07 2.68
H 1.30 2.62 3.85
H 1.82 2.99 2.21
H 1.48 0.64 2.77
C -3.98 -0.01 -0.51
O -2.61 0.26 -0.73
H -4.19 -1.05 -0.25
H -4.29 0.60 0.33
H -4.62 0.21 -1.37
H -2.38 0.17 -1.66
C 3.58 -0.69 -0.59
O 4.31 -1.88 -0.68
H 3.14 -0.52 0.40
H 4.21 0.19 -0.76
H 2.77 -0.58 -1.31
H 4.59 -2.03 -1.59
C 0.60 4.53 -0.28
O -0.22 3.99 -1.31
H 1.51 3.93 -0.23
H 0.86 5.58 -0.39
H 0.01 4.45 0.63
H 0.27 3.97 -2.14
```

Calculated values
energy above the lowest of the compared OMol25 structures with the same formula, charge and spin: 0.0 kJ/mol
spin multiplicity: 1
HOMO-LUMO gap: 9.225 eV
E_LUMO: -0.2 eV
E_tot: -62020.607 eV
E_HOMO: -9.44 eV
molar mass: 386.24 g/mol

Q: Look up the molar mass of the fourth one.
A: 369.96 g/mol